Entry one
ORCA calculation (ωB97M-V/def2-TZVPD) on C3H2N4O in the gas phase.

The geometry in ORCA input format:
```
! wB97M-V def2-TZVPD RIJCOSX def2/J DEFGRID3
* xyz 0 1
O 2.755 -0.008 0.584
C 1.675 0.189 -0.097
N 1.169 -1.076 -0.645
N 0.027 -1.482 -0.373
C -1.021 -0.742 0.319
C -1.195 0.605 0.276
N -0.201 1.492 -0.290
N 0.983 1.420 -0.535
H -2.022 -1.363 0.316
H -2.171 0.966 0.445
*
```

E_HOMO (eV): -9.6
Frontier orbital gap (eV): 8.0
LUMO (eV): -1.61

Entry two
ORCA calculation (ωB97M-V/def2-TZVPD) on C3H2N4O in the gas phase.

The geometry in ORCA input format:
```
! wB97M-V def2-TZVPD RIJCOSX def2/J DEFGRID3
* xyz 0 1
C 1.965 -0.042 0.001
N 1.305 -1.110 0.019
C 0.010 -0.709 -0.029
N -1.182 -1.193 -0.121
N -1.901 -0.010 -0.073
N -1.346 1.183 0.031
C -0.059 0.733 -0.099
O 1.166 1.206 -0.085
H 3.020 0.106 -0.001
H -2.978 -0.163 0.358
*
```

E_HOMO (eV): -9.4
Frontier orbital gap (eV): 9.8
LUMO (eV): 0.42

Which structure is the most stable? The one labeled entry two.

Entry one
ORCA calculation (ωB97M-V/def2-TZVPD) on C21H26N2O2 in the gas phase.

The geometry in ORCA input format:
```
! wB97M-V def2-TZVPD RIJCOSX def2/J DEFGRID3
* xyz 0 1
C -1.357 -3.627 2.006
C -1.502 -3.123 0.587
O -2.475 -3.411 -0.087
C -0.417 -2.279 0.112
C 0.734 -1.872 0.840
C 1.484 -1.077 0.020
C 2.773 -0.449 0.307
C 3.884 -0.671 -0.503
C 5.098 -0.081 -0.202
C 5.219 0.731 0.913
C 4.123 0.944 1.732
C 2.908 0.356 1.435
N 0.833 -0.972 -1.191
C 1.193 -0.040 -2.231
C 1.172 1.410 -1.712
C 0.002 1.633 -0.751
O 0.171 1.829 0.432
N -1.207 1.567 -1.348
C -2.482 1.647 -0.651
C -2.652 0.527 0.394
C -3.415 1.185 1.538
C -2.783 2.572 1.597
C -2.664 2.972 0.126
C -0.321 -1.687 -1.143
C -1.254 -1.815 -2.293
H -0.445 -4.211 2.101
H -1.301 -2.784 2.690
H -2.214 -4.245 2.261
H 0.995 -2.146 1.842
H 3.804 -1.329 -1.358
H 5.954 -0.261 -0.837
H 6.168 1.193 1.144
H 4.215 1.575 2.604
H 2.043 0.538 2.054
H 2.192 -0.268 -2.613
H 0.482 -0.162 -3.050
H 1.109 2.101 -2.554
H 2.085 1.617 -1.154
H -1.236 1.452 -2.347
H -3.251 1.562 -1.424
H -1.668 0.225 0.747
H -3.156 -0.348 -0.014
H -4.477 1.262 1.292
H -3.314 0.635 2.471
H -3.370 3.285 2.174
H -1.787 2.497 2.030
H -1.822 3.640 -0.043
H -3.573 3.473 -0.209
H -1.763 -0.874 -2.504
H -2.006 -2.556 -2.036
H -0.728 -2.139 -3.192
*
```

E_HOMO (eV): -7.9
Frontier orbital gap (eV): 8.5
LUMO (eV): 0.57

Entry two
ORCA calculation (ωB97M-V/def2-TZVPD) on C21H26N2O2 in the gas phase.

The geometry in ORCA input format:
```
! wB97M-V def2-TZVPD RIJCOSX def2/J DEFGRID3
* xyz 0 1
C -0.170 2.933 1.788
O 0.589 1.877 2.325
C -0.057 0.903 3.055
C -1.436 0.826 3.182
C -2.011 -0.197 3.919
C -1.217 -1.145 4.533
C 0.160 -1.065 4.409
C 0.760 -0.050 3.681
C 2.254 -0.010 3.528
C 2.624 -0.839 2.296
O 3.127 -1.940 2.360
N 2.317 -0.212 1.144
C 2.354 -0.866 -0.147
C 2.748 0.134 -1.236
C 1.617 1.143 -1.485
N 0.337 0.538 -1.793
C 0.235 0.001 -3.141
C -1.205 -0.257 -3.498
C -2.162 0.720 -3.250
C -3.487 0.504 -3.577
C -3.872 -0.692 -4.162
C -2.926 -1.669 -4.413
C -1.599 -1.453 -4.079
C -0.054 -0.407 -0.762
C 0.992 -1.493 -0.483
H -0.733 3.457 2.565
H -0.857 2.582 1.011
H 0.552 3.619 1.345
H -2.076 1.553 2.706
H -3.086 -0.245 4.005
H -1.663 -1.944 5.105
H 0.789 -1.805 4.881
H 2.735 -0.457 4.397
H 2.598 1.016 3.398
H 1.823 0.665 1.206
H 3.106 -1.659 -0.062
H 2.959 -0.412 -2.157
H 3.655 0.664 -0.942
H 1.475 1.760 -0.591
H 1.891 1.811 -2.305
H 0.820 -0.921 -3.290
H 0.634 0.760 -3.823
H -1.851 1.646 -2.790
H -4.223 1.269 -3.379
H -4.908 -0.861 -4.421
H -3.220 -2.604 -4.867
H -0.865 -2.223 -4.275
H -0.237 0.161 0.156
H -0.999 -0.866 -1.061
H 1.102 -2.136 -1.358
H 0.663 -2.113 0.352
*
```

E_HOMO (eV): -8.4
Frontier orbital gap (eV): 9.0
LUMO (eV): 0.62

Which structure is the most stable? The one labeled entry one.

Entry one
ORCA calculation (ωB97M-V/def2-TZVPD) on a molecular structure, C2H6N3.

The geometry in ORCA input format:
```
! wB97M-V def2-TZVPD RIJCOSX def2/J DEFGRID3
* xyz 1 1
C -0.405 1.235 0.384
C 0.815 -0.522 -0.703
N -1.497 -2.066 1.448
N -0.696 -1.403 1.067
N -0.381 -0.034 -0.216
H -1.184 1.219 1.095
H 0.724 1.592 0.527
H -0.721 1.763 -0.468
H 1.762 -0.075 -0.496
H 0.794 -1.532 -0.767
H 0.790 -0.177 -1.871
*
```

E_HOMO (eV): -16.7
Frontier orbital gap (eV): 9.0
LUMO (eV): -7.68

Entry two
ORCA calculation (ωB97M-V/def2-TZVPD) on a gas-phase ion, C2H6N3 (charge +1).

The geometry in ORCA input format:
```
! wB97M-V def2-TZVPD RIJCOSX def2/J DEFGRID3
* xyz 1 1
N -1.615 -0.336 1.090
N -1.236 -0.161 -0.218
C -0.061 0.123 -0.595
C 1.651 0.330 0.042
N 1.028 0.274 -1.228
H -0.735 -0.378 1.711
H -2.327 -1.141 1.107
H -2.138 0.065 -0.797
H 2.032 1.242 0.445
H 1.914 -0.497 0.543
H 1.487 0.480 -2.100
*
```

E_HOMO (eV): -14.1
Frontier orbital gap (eV): 10.1
LUMO (eV): -4.07

Which structure is the most stable? The one labeled entry one.

Entry one
ORCA calculation (ωB97M-V/def2-TZVPD) on 2 unconnected molecules or ions with the total composition C4H7IN.

The geometry in ORCA input format:
```
! wB97M-V def2-TZVPD RIJCOSX def2/J DEFGRID3
* xyz 1 1
C -0.154 2.698 0.374
C 0.283 1.647 -0.025
C 0.165 -0.202 -1.681
C 0.772 0.455 -0.489
N -0.768 -1.459 1.410
I 2.480 -0.381 0.339
H -0.429 3.617 0.700
H 0.947 -0.919 -1.978
H -0.624 -0.808 -1.259
H -0.211 0.317 -2.523
H -1.238 -2.283 1.157
H 0.104 -1.728 1.875
H -1.328 -0.954 2.100
*
```

E_HOMO (eV): -14.1
Frontier orbital gap (eV): 7.2
LUMO (eV): -6.94

Entry two
ORCA calculation (ωB97M-V/def2-TZVPD) on a gas-phase ion, C4H7IN (charge +1).

The geometry in ORCA input format:
```
! wB97M-V def2-TZVPD RIJCOSX def2/J DEFGRID3
* xyz 1 1
C 1.529 -1.276 0.064
C 0.676 -0.269 0.296
C -0.304 -0.055 -0.610
C -2.264 0.790 0.605
N -1.156 1.109 -0.466
I -3.955 -0.070 -0.037
H 2.352 -1.443 0.623
H 1.222 -1.958 -0.704
H 0.846 0.470 0.974
H -0.400 -0.839 -1.267
H -1.683 0.514 1.439
H -0.607 1.942 -0.178
H -1.554 1.304 -1.407
*
```

E_HOMO (spin up / spin down) (eV): -13.2 / -12.5
Frontier orbital gap (spin up / spin down) (eV): 8.2 / 7.1
LUMO (spin up / spin down) (eV): -4.93 / -5.43

Which structure is the most stable? The one labeled entry one.

Entry one
ORCA calculation (ωB97M-V/def2-TZVPD) on 2 unconnected molecules or ions with the total composition C5H11O3.

The geometry in ORCA input format:
```
! wB97M-V def2-TZVPD RIJCOSX def2/J DEFGRID3
* xyz -1 1
C 1.245 2.613 -2.562
C 0.987 1.860 -1.171
O 1.954 1.220 -0.770
O -0.256 1.863 -0.888
H 0.431 3.238 -2.859
H 1.442 1.998 -3.439
H 2.110 3.228 -2.267
C -0.764 -1.010 1.421
C -1.809 -2.077 1.666
C 0.569 -1.476 0.816
O -1.298 -0.079 0.462
H -0.602 -0.381 2.316
H -2.717 -1.747 1.139
H 0.532 -1.531 -0.252
H 1.376 -0.776 1.034
H 1.030 -2.351 1.345
H -0.633 0.553 -0.037
H -2.084 -2.071 2.713
H -1.515 -3.075 1.335
*
```

E_HOMO (eV): -4.4
Frontier orbital gap (eV): 8.4
LUMO (eV): 3.99

Entry two
ORCA calculation (ωB97M-V/def2-TZVPD) on 2 unconnected molecules or ions with the total composition C5H11O3.

The geometry in ORCA input format:
```
! wB97M-V def2-TZVPD RIJCOSX def2/J DEFGRID3
* xyz -1 1
C 1.770 -1.169 0.555
C 0.560 -1.794 -0.272
C 3.066 -0.865 -0.301
O 1.276 0.060 1.066
H 2.154 -1.639 1.417
H 0.277 -1.155 -1.139
H 2.957 -0.409 -1.316
H 3.538 -0.095 0.253
H 3.693 -1.776 -0.341
H 0.742 0.503 0.325
H -0.432 -1.811 0.334
H 0.683 -2.682 -0.989
C -2.174 0.776 1.036
C -1.782 1.042 -0.464
O -0.584 1.493 -0.515
O -2.633 0.820 -1.319
H -3.069 0.138 1.184
H -2.283 1.783 1.601
H -1.378 0.219 1.498
*
```

E_HOMO (eV): -4.3
Frontier orbital gap (eV): 8.1
LUMO (eV): 3.75

Entry three
ORCA calculation (ωB97M-V/def2-TZVPD) on 2 unconnected molecules or ions with the total composition C5H11O3.

The geometry in ORCA input format:
```
! wB97M-V def2-TZVPD RIJCOSX def2/J DEFGRID3
* xyz -1 1
C -0.463 -0.699 2.185
C -1.390 0.435 2.596
C -1.131 -1.574 1.134
O 0.769 -0.108 1.743
H -0.330 -1.481 3.071
H -1.696 1.173 1.771
H -0.752 -2.621 1.088
H -2.188 -1.498 1.026
H -0.542 -1.121 0.305
H 0.713 -0.077 0.674
H -1.034 1.057 3.500
H -2.469 0.021 2.798
C 0.490 1.881 -2.375
C 0.623 0.360 -2.053
O 1.259 0.102 -1.000
O 0.231 -0.570 -2.716
H -0.359 2.258 -1.962
H 0.312 2.107 -3.359
H 1.509 2.373 -2.055
*
```

E_HOMO (eV): -4.0
Frontier orbital gap (eV): 7.9
LUMO (eV): 3.85

Which structure is the most stable? The one labeled entry one.

Entry one
ORCA calculation (ωB97M-V/def2-TZVPD) on 2 unconnected molecules or ions with the total composition C5H11O3.

The geometry in ORCA input format:
```
! wB97M-V def2-TZVPD RIJCOSX def2/J DEFGRID3
* xyz -1 1
C -1.107 -1.266 1.812
C -1.107 -2.519 1.035
O -2.540 -1.264 2.308
H -0.626 -1.314 2.760
H -1.031 -0.269 1.328
H -0.062 -2.714 0.818
H -2.769 -0.837 3.104
H -1.611 -2.476 0.052
H -1.566 -3.422 1.558
C 1.518 1.469 -0.932
C 1.009 2.761 -1.638
C 1.244 0.281 -1.871
O 1.061 0.503 -3.085
O 1.262 -0.789 -1.215
H 2.616 1.485 -0.840
H 1.116 1.211 0.053
H 1.375 2.786 -2.601
H 1.260 3.653 -1.084
H -0.043 2.719 -1.560
*
```

E_HOMO (eV): -3.8
Frontier orbital gap (eV): 7.1
LUMO (eV): 3.27

Entry two
ORCA calculation (ωB97M-V/def2-TZVPD) on 2 unconnected molecules or ions with the total composition C5H11O3.

The geometry in ORCA input format:
```
! wB97M-V def2-TZVPD RIJCOSX def2/J DEFGRID3
* xyz -1 1
C -2.245 -2.231 1.544
C -0.977 -2.230 0.600
O -0.094 -1.402 0.984
O -0.946 -3.087 -0.286
H -1.966 -2.821 2.414
H -3.070 -2.746 1.067
H -2.519 -1.196 1.725
C 0.648 0.955 -0.637
C 1.521 1.579 0.481
C 0.731 1.890 -1.866
O 1.093 -0.309 -1.000
H -0.403 0.877 -0.335
H 1.672 0.852 1.263
H 1.745 2.077 -2.230
H 0.193 1.508 -2.736
H 0.251 2.828 -1.601
H 0.847 -0.958 -0.275
H 1.053 2.494 0.836
H 2.466 1.921 0.049
*
```

E_HOMO (eV): -4.5
Frontier orbital gap (eV): 8.4
LUMO (eV): 3.93

Entry three
ORCA calculation (ωB97M-V/def2-TZVPD) on 2 unconnected molecules or ions with the total composition C5H11O3.

The geometry in ORCA input format:
```
! wB97M-V def2-TZVPD RIJCOSX def2/J DEFGRID3
* xyz -1 1
C -1.166 -1.186 0.205
C -1.487 0.297 -0.129
C -1.883 -2.044 -0.748
O 0.166 -1.387 0.308
H -1.438 -1.391 1.301
H -1.201 0.627 -1.203
H -1.438 -1.824 -1.714
H -1.557 -3.113 -0.666
H -2.911 -1.937 -0.852
H 0.616 -0.619 -0.371
H -0.957 1.027 0.437
H -2.527 0.450 -0.002
C 2.478 1.564 1.167
C 1.961 1.536 -0.323
O 1.672 0.532 -0.974
O 1.948 2.668 -0.736
H 2.477 2.554 1.392
H 3.459 1.325 1.228
H 1.790 0.920 1.681
*
```

E_HOMO (eV): -4.2
Frontier orbital gap (eV): 8.0
LUMO (eV): 3.82

Which structure is the most stable? The one labeled entry two.

Entry one
ORCA calculation (ωB97M-V/def2-TZVPD) on a molecular structure, C41H54BN3ORbS.

The geometry in ORCA input format:
```
! wB97M-V def2-TZVPD RIJCOSX def2/J DEFGRID3
* xyz -1 1
Rb -1.685 0.724 1.252
C 1.486 -1.812 4.274
C 0.695 -0.530 4.511
C 1.280 0.605 3.661
C -0.790 -0.666 4.233
C -1.344 -1.743 3.550
C -2.703 -1.768 3.245
C -3.548 -0.724 3.602
C -4.995 -0.703 3.190
C -2.999 0.340 4.314
C -1.649 0.364 4.622
H 2.534 -1.662 4.540
H 1.465 -2.099 3.220
H 1.099 -2.646 4.864
H 0.793 -0.251 5.567
H 1.276 0.328 2.600
H 2.315 0.806 3.947
H 0.714 1.532 3.778
H -0.717 -2.565 3.227
H -3.105 -2.611 2.692
H -5.632 -1.171 3.944
H -5.140 -1.237 2.251
H -5.326 0.325 3.041
H -3.626 1.185 4.569
H -1.245 1.218 5.157
O -3.721 1.480 -0.090
N -3.866 2.756 -0.340
C -3.884 3.133 -1.642
C -4.043 4.435 -2.029
C -4.192 5.405 -1.034
C -4.155 5.017 0.281
C -3.971 3.675 0.681
S -3.860 3.209 2.320
H -3.740 2.305 -2.318
H -4.032 4.681 -3.081
H -4.324 6.448 -1.292
H -4.251 5.739 1.080
C -2.487 -0.608 -3.253
C -1.058 -0.323 -3.718
C -0.847 -0.787 -5.160
C -0.727 1.147 -3.544
C -1.455 2.104 -4.246
C -1.205 3.452 -4.075
C -0.226 3.857 -3.182
C 0.538 2.937 -2.471
C 1.555 3.482 -1.480
C 2.977 2.937 -1.644
C 1.074 3.335 -0.033
C 0.291 1.567 -2.673
N 1.088 0.571 -2.046
B 0.835 -0.104 -0.752
N 1.830 -1.191 -0.887
C 2.501 -1.151 -2.111
C 2.047 -0.094 -2.810
C 2.112 -2.222 0.040
C 3.317 -2.202 0.759
C 3.586 -3.237 1.650
C 2.680 -4.265 1.843
C 1.495 -4.278 1.123
C 1.197 -3.274 0.208
C -0.044 -3.368 -0.658
C 0.177 -4.376 -1.788
C -1.300 -3.698 0.141
C 4.325 -1.084 0.575
C 5.608 -1.602 -0.077
C 4.633 -0.381 1.896
H -2.700 -1.680 -3.304
H -3.215 -0.097 -3.890
H -2.648 -0.269 -2.229
H -0.378 -0.889 -3.082
H -1.519 -0.270 -5.850
H -1.044 -1.858 -5.245
H 0.179 -0.602 -5.485
H -2.237 1.784 -4.927
H -1.782 4.188 -4.621
H -0.043 4.915 -3.029
H 1.607 4.556 -1.692
H 3.064 1.923 -1.258
H 3.677 3.573 -1.094
H 3.282 2.927 -2.692
H 1.006 2.276 0.229
H 0.090 3.792 0.095
H 1.772 3.828 0.651
H 3.263 -1.865 -2.382
H 2.338 0.241 -3.794
H 4.514 -3.230 2.211
H 2.898 -5.059 2.548
H 0.798 -5.098 1.259
H -0.194 -2.383 -1.101
H 0.342 -5.382 -1.390
H 1.048 -4.101 -2.386
H -0.693 -4.410 -2.449
H -1.247 -4.683 0.613
H -2.176 -3.693 -0.513
H -1.458 -2.953 0.921
H 3.876 -0.349 -0.093
H 6.102 -2.341 0.560
H 6.311 -0.782 -0.248
H 5.397 -2.075 -1.037
H 5.081 -1.066 2.621
H 3.723 0.027 2.333
H 5.335 0.441 1.736
*
```

E_HOMO (eV): -3.0
Frontier orbital gap (eV): 5.2
LUMO (eV): 2.16

Entry two
ORCA calculation (ωB97M-V/def2-TZVPD) on a molecular structure, C41H54BN3ORbS.

The geometry in ORCA input format:
```
! wB97M-V def2-TZVPD RIJCOSX def2/J DEFGRID3
* xyz -1 1
Rb -1.610 0.633 -0.630
C 0.202 3.886 -0.903
C -1.015 4.757 -0.562
C -1.480 5.506 -1.803
C -2.099 3.908 0.080
C -1.907 3.411 1.372
C -2.835 2.571 1.966
C -3.998 2.195 1.288
C -4.991 1.261 1.929
C -4.196 2.699 0.012
C -3.259 3.539 -0.590
H 1.026 4.504 -1.270
H -0.052 3.188 -1.706
H 0.557 3.313 -0.045
H -0.710 5.488 0.196
H -1.710 4.812 -2.615
H -0.684 6.163 -2.158
H -2.364 6.115 -1.606
H -0.998 3.667 1.907
H -2.644 2.181 2.959
H -5.418 1.700 2.833
H -4.513 0.322 2.218
H -5.807 1.029 1.246
H -5.087 2.417 -0.537
H -3.440 3.872 -1.602
O -3.006 -0.600 -2.704
N -2.549 -0.644 -3.919
C -2.614 -1.833 -4.562
C -2.148 -2.010 -5.840
C -1.584 -0.914 -6.495
C -1.517 0.289 -5.834
C -1.987 0.471 -4.520
S -1.865 1.953 -3.690
H -3.056 -2.610 -3.958
H -2.222 -2.984 -6.304
H -1.202 -1.010 -7.503
H -1.079 1.161 -6.299
C 3.182 1.640 -0.768
C 4.019 0.929 0.299
C 5.512 1.166 0.072
C 3.558 1.346 1.684
C 4.030 2.522 2.255
C 3.567 2.947 3.489
C 2.620 2.195 4.158
C 2.109 1.013 3.621
C 1.008 0.321 4.408
C 1.050 -1.207 4.462
C -0.362 0.811 3.921
C 2.590 0.594 2.372
N 2.108 -0.594 1.762
B 0.928 -0.745 0.884
N 1.092 -2.180 0.559
C 2.226 -2.733 1.152
C 2.845 -1.775 1.867
C 0.221 -2.963 -0.241
C -0.828 -3.670 0.370
C -1.710 -4.380 -0.436
C -1.562 -4.398 -1.814
C -0.508 -3.723 -2.401
C 0.406 -3.010 -1.629
C 1.548 -2.271 -2.298
C 2.245 -3.110 -3.369
C 1.048 -0.945 -2.874
C -1.018 -3.614 1.876
C -1.603 -4.893 2.471
C -1.875 -2.402 2.255
H 3.479 1.322 -1.771
H 3.314 2.724 -0.698
H 2.125 1.405 -0.632
H 3.831 -0.140 0.199
H 5.758 2.230 0.043
H 5.809 0.739 -0.889
H 6.114 0.702 0.855
H 4.762 3.119 1.724
H 3.941 3.866 3.926
H 2.257 2.528 5.125
H 1.131 0.671 5.440
H 0.719 -1.651 3.526
H 0.382 -1.551 5.258
H 2.053 -1.577 4.678
H -0.442 0.683 2.837
H -0.486 1.874 4.145
H -1.170 0.258 4.409
H 2.511 -3.765 1.014
H 3.746 -1.849 2.458
H -2.532 -4.925 0.011
H -2.270 -4.945 -2.426
H -0.400 -3.737 -3.479
H 2.280 -2.040 -1.521
H 1.594 -3.290 -4.228
H 2.560 -4.077 -2.972
H 3.128 -2.583 -3.735
H 0.219 -1.107 -3.569
H 1.843 -0.412 -3.402
H 0.702 -0.319 -2.053
H -0.030 -3.473 2.318
H -2.647 -5.040 2.184
H -1.575 -4.836 3.561
H -1.040 -5.774 2.159
H -2.858 -2.470 1.778
H -1.375 -1.485 1.930
H -2.016 -2.353 3.339
*
```

E_HOMO (eV): -3.0
Frontier orbital gap (eV): 5.1
LUMO (eV): 2.11

Which structure is the most stable? The one labeled entry two.